C25H48P2Y as an isolated structure, computed with ωB97M-V/def2-TZVPD.

Results
ΔE to the lowest compared entry with this formula, charge and spin = 0.000 eV
charge = +1
frontier orbital gap = 8.33 eV

```
76
Properties=species:S:1:pos:R:3:forces:R:3
Y -0.021977 -0.010519 -0.081739 0.1885 -0.0492 0.2642
C -2.015432 1.621183 0.217554 -0.2645 -1.1634 0.3022
C -2.416468 0.704334 -0.807230 -0.0663 -0.3495 0.7835
C -2.254336 -0.494060 1.165042 0.1075 0.9949 -0.4256
C -1.947590 0.886897 1.448903 -0.3070 -0.5632 -0.7330
C -2.553383 -0.604136 -0.224647 0.0811 1.1367 0.2480
C -1.828462 3.089112 0.043363 -0.0476 0.6472 -0.0284
H -1.421852 3.342854 -0.943767 -0.0550 -0.0751 0.1037
H -1.149990 3.517434 0.791968 -0.1323 -0.1204 -0.1274
H -2.777157 3.640525 0.131947 0.1710 -0.1747 -0.0110
C -1.780407 1.468009 2.812310 0.1598 0.1440 0.6097
H -1.528556 2.536129 2.769841 -0.0395 -0.2762 0.0007
H -0.996921 0.960222 3.391355 -0.1954 0.1453 -0.1218
H -2.702701 1.384410 3.414250 0.2322 0.0116 -0.3621
C -2.324714 -1.605717 2.155288 -0.1442 -0.3979 0.4982
H -3.360354 -1.840720 2.446906 0.1916 0.1312 -0.1506
H -1.790178 -1.364007 3.083077 -0.0821 -0.0449 -0.2689
H -1.902829 -2.540852 1.755942 -0.0473 0.2059 0.1039
C -3.135400 -1.793243 -0.908953 -0.1767 -0.6131 -0.1856
H -4.238852 -1.795766 -0.851964 0.3831 0.0648 0.0328
H -2.793507 -2.733135 -0.450925 -0.1304 0.2424 -0.1220
H -2.877610 -1.834269 -1.975614 -0.0110 0.0082 0.2112
C -2.894616 1.086166 -2.163974 -0.0692 0.1772 -0.8146
H -3.896732 1.563690 -2.135358 0.5222 -0.2199 0.0867
H -2.979093 0.205428 -2.822380 0.0369 0.4027 0.2571
H -2.205879 1.797219 -2.651384 -0.3215 -0.1681 0.0619
C 1.597813 0.468559 -3.246148 -0.3578 0.5048 -0.0255
C 0.563580 1.319356 -3.396087 0.6132 -0.2368 0.2006
C -0.072315 1.565515 -4.736169 -0.3446 0.5032 -0.2691
C -0.957178 0.427721 -5.355075 -0.5019 0.1831 -0.4044
C -1.076626 -0.883889 -4.618159 0.1115 -0.2476 -0.0481
C -0.032703 -1.711404 -4.488767 -0.1629 0.0539 -0.0381
C 1.318845 -1.391304 -5.086630 0.1636 -0.5125 -0.2639
C 2.185651 -0.280232 -4.414540 0.6201 -0.1913 -0.0419
H 0.697364 1.804506 -5.497339 -0.1506 -0.0601 0.5899
H -0.544827 0.242149 -6.369164 -0.3494 -0.0608 0.4888
H -0.698364 2.473993 -4.655989 0.3125 -0.4152 -0.0600
H 2.462655 0.425449 -5.223258 -0.1126 -0.1095 0.5740
H 2.149519 0.362977 -2.296039 -0.3745 0.1818 -0.1954
H 0.201342 1.963951 -2.578945 0.2542 -0.4097 -0.0849
H 3.135735 -0.738954 -4.088002 -0.3743 0.2244 -0.1282
H 1.911533 -2.326622 -5.087579 -0.2686 0.4938 -0.1385
H -0.133047 -2.704940 -4.029226 -0.1509 0.4896 -0.1098
H 1.193869 -1.093069 -6.148203 -0.0697 -0.3111 0.5128
H -1.975662 0.834996 -5.502246 0.5269 -0.2120 0.0115
H -2.088486 -1.169320 -4.289945 0.6485 0.0185 -0.0087
P 1.871891 1.994649 0.700177 0.2698 0.6284 0.1080
C 1.602692 2.896388 2.291893 -0.1576 -0.1418 0.0396
H 2.471899 3.533581 2.510537 -0.2312 -0.1441 -0.1598
H 1.457962 2.203812 3.132157 0.0764 0.2091 -0.3300
H 0.705299 3.528562 2.213581 0.2993 -0.1894 -0.0052
C 3.608158 1.403050 0.886552 -0.0763 -0.2276 -0.0474
H 4.241832 2.196443 1.305253 -0.1569 -0.1696 -0.1602
H 4.003116 1.104646 -0.096945 -0.0897 0.1304 0.2742
H 3.645691 0.526747 1.549130 -0.0270 0.3395 -0.1767
C 2.084770 3.402078 -0.441013 0.1552 0.2177 -0.0791
H 2.499186 3.045696 -1.393367 -0.0842 0.1265 0.1774
H 2.758316 4.147504 -0.003322 -0.0853 -0.0334 -0.2056
H 1.110331 3.868291 -0.638807 0.2376 -0.0709 0.0582
P 1.103192 -2.686945 -0.061653 -0.1242 -0.7597 -0.3478
C -0.070513 -3.863681 -0.851290 -0.0546 -0.1257 -0.2037
H 0.471326 -4.719010 -1.281175 -0.2570 0.1373 0.1634
H -0.638927 -3.355812 -1.650909 0.2733 -0.2514 0.2968
H -0.793592 -4.223064 -0.098783 0.3068 0.1207 -0.2967
C 2.631783 -2.857250 -1.074447 -0.0025 0.1056 -0.2208
H 2.362756 -2.902507 -2.147310 0.1470 0.0422 0.4860
H 3.192696 -3.760121 -0.794759 -0.1723 0.2218 -0.1623
H 3.270656 -1.975870 -0.911055 -0.0956 -0.3147 -0.0712
C 1.553798 -3.587344 1.474102 -0.0167 0.2428 0.2179
H 1.862324 -4.619313 1.272495 -0.0913 0.1942 -0.1737
H 0.699276 -3.603466 2.163430 0.2107 0.0335 -0.1868
H 2.378637 -3.068240 1.977510 -0.2159 -0.1002 -0.1031
C 0.933981 -0.449651 2.044132 -0.1699 -0.0720 0.3986
H 0.794198 0.338520 2.795336 0.0933 -0.2169 -0.1102
H 1.994780 -0.744366 2.091602 -0.2243 -0.0370 0.0151
H 0.341487 -1.305154 2.412147 0.2464 0.1220 0.0313
```
Forces are in eV/Å.


C11H10IrN3O7S as an isolated structure, computed with ωB97M-V/def2-TZVPD.

Results
ΔE to the lowest compared entry with this formula, charge and spin = 3.223 eV
frontier orbital gap (spin up / spin down) = 7.75 / 7.75 eV

```
33
Properties=species:S:1:pos:R:3:forces:R:3
Ir -0.043639 0.205287 0.131492 2.6025 0.3474 -2.3884
O 2.536434 -2.966635 0.492820 0.0436 0.0109 0.0350
C 2.068549 -1.862850 0.358413 -0.2152 -0.2326 -0.1544
O 0.819974 -1.548016 0.593046 0.0794 -0.2149 1.4354
C 2.851881 -0.681483 -0.084744 0.1193 0.0634 0.0239
C 4.223497 -0.601845 -0.221654 -0.0540 0.0748 0.0175
C 4.779944 0.646378 -0.468133 0.0848 -0.0167 0.0120
C 3.963652 1.768393 -0.511840 -0.0757 -0.0101 0.0501
C 2.600762 1.595408 -0.366333 0.2118 -0.1348 0.0382
N 2.077968 0.384252 -0.216512 -0.8386 -0.2454 -0.4303
C 1.570699 2.663106 -0.239780 -0.3585 0.1854 -0.3363
O 1.825105 3.838994 -0.256092 0.0929 -0.0907 -0.0760
O 0.371287 2.141856 -0.130528 -0.1019 0.5577 1.0938
H 4.814133 -1.499695 -0.108323 -0.0048 0.0026 0.0071
H 5.851520 0.749931 -0.574276 -0.0046 0.0039 -0.0285
H 4.346614 2.772600 -0.625854 0.0081 0.0005 0.0046
C -3.816051 1.101378 1.533118 -0.2481 -0.0578 -0.2560
S -2.262503 1.768719 1.039535 0.3895 -0.4158 0.5226
O -1.265553 1.048935 1.873692 -0.6602 0.1693 0.5176
O -2.328380 3.185992 1.187637 -0.1095 0.0745 -0.1851
O -1.985451 1.242171 -0.347716 -0.1391 0.2694 0.2192
H -4.055509 1.524074 2.505574 0.0096 -0.0165 -0.0004
H -3.724738 0.018830 1.590685 -0.0033 0.0141 -0.0080
H -4.567504 1.386757 0.798572 -0.0207 0.0318 0.0585
N -2.928233 -2.112619 -1.603346 -0.0068 -0.0245 0.0140
C -2.741850 -2.899730 -0.486269 -0.0197 0.0119 -0.0442
C -1.677431 -2.374918 0.165376 0.1377 0.0237 -0.1450
N -1.213569 -1.287073 -0.555812 -1.0748 -0.3251 0.0749
C -2.000504 -1.146632 -1.602261 0.2140 -0.1240 -0.1354
H -3.630287 -2.236942 -2.310573 -0.0055 -0.0068 -0.0234
H -3.367941 -3.744965 -0.267379 0.0142 -0.0008 0.0026
H -1.178701 -2.699160 1.059094 -0.0207 0.0236 0.0259
H -1.914186 -0.380487 -2.351634 -0.0459 0.0514 0.0581
```
Forces are in eV/Å.


An isolated ion of composition C5H5O6P and charge -2, computed with ωB97M-V/def2-TZVPD.

Results
ΔE to the lowest compared entry with this formula, charge and spin = 0.000 eV
charge = -2
frontier orbital gap = 4.75 eV

```
17
Properties=species:S:1:pos:R:3:forces:R:3
C -0.110759 0.005466 0.256158 -0.0919 5.5108 0.5131
C 0.646838 1.472632 0.052295 0.8300 -3.1394 -0.4213
C -1.300404 0.580023 0.563238 -0.7797 -2.3251 0.0635
C -0.243104 2.508472 0.218467 1.2082 -0.7718 0.0410
C 0.498818 -1.383603 0.141803 0.6795 3.3996 1.4693
O 2.053436 3.266730 -1.081262 2.6174 -1.9553 -1.3441
O 3.413274 1.581832 0.276925 0.6344 -0.6103 -0.0011
O 2.322148 0.787809 -1.964997 0.5258 -0.5280 -0.7000
O -1.438157 1.945049 0.657932 -1.6519 -1.6380 -0.1232
O -2.503213 -0.200361 0.754379 -0.2183 1.3071 0.2536
O -0.175462 3.763653 0.064402 -0.7367 -0.3127 0.4849
P 2.316768 1.624959 -0.737420 -2.1534 2.4572 1.1549
H 0.416430 -1.641041 -0.846875 -0.4835 -1.5175 -2.3070
H 1.558179 -1.181718 0.271431 0.3351 -0.1728 0.0982
H 0.211148 -2.054169 0.912331 -0.7172 -0.8460 0.3239
H -3.315173 0.358370 0.730573 1.3165 -0.2337 -0.0411
H 1.262618 3.442841 -0.591590 -1.3144 1.3757 0.5356
```
Forces are in eV/Å.


C5H12O as an isolated structure, computed with ωB97M-V/def2-TZVPD.

Results
ΔE to the lowest compared entry with this formula, charge and spin = 4.868 eV
frontier orbital gap = 8.06 eV

```
18
Properties=species:S:1:pos:R:3:forces:R:3
C 2.346880 -0.379272 -0.630184 -0.0044 0.0094 -0.0121
C 1.421661 -0.920044 0.469311 -0.0468 -0.0083 0.0136
C 0.251103 0.014149 0.670975 0.1064 0.0749 -0.0621
O -0.841814 -0.574628 1.259128 -0.0680 0.0936 -0.1364
C -1.963060 0.105238 1.220387 0.0605 0.0501 -0.0791
C -1.642936 0.759033 -1.129991 -0.2925 0.0073 -0.0206
H 3.213452 -1.034620 -0.776189 -0.1766 0.1211 0.0474
H 2.724578 0.620862 -0.379841 -0.0798 -0.1908 -0.0214
H 1.812889 -0.302708 -1.585667 0.0983 -0.0147 0.1959
H 1.998738 -1.071353 1.395527 -0.1420 0.0621 -0.1640
H 1.028357 -1.901674 0.174310 0.0774 0.1686 0.0510
H 0.497702 0.997859 1.097070 -0.0745 -0.1862 -0.0523
H -0.521029 0.403133 -0.395473 0.2001 -0.0445 0.1313
H -1.955637 1.163124 1.482816 0.0868 -0.1769 -0.1048
H -2.850703 -0.486267 1.447124 0.2549 0.1453 -0.1192
H -2.173052 1.688761 -0.913537 0.0392 -0.1613 -0.0322
H -2.351553 -0.024257 -1.400457 0.0397 0.1406 0.0066
H -0.995581 0.942657 -2.005309 -0.0786 -0.0905 0.3584
```
Forces are in eV/Å.


C37H33CeO2P2 as an isolated structure, computed with ωB97M-V/def2-TZVPD.

Results
charge = +2
spin multiplicity = 2
⟨S²⟩ = 0.751
frontier orbital gap (spin up / spin down) = 7.22 / 7.29 eV

```
75
Properties=species:S:1:pos:R:3:forces:R:3
C -3.561632 -0.395255 -1.981607 0.3184 0.1994 -0.2889
C -2.727144 0.725067 -2.200189 -0.3443 -0.5426 -0.6353
C -2.672805 1.327047 -3.473131 -0.1387 -0.1765 0.3691
C -3.440529 0.804951 -4.518485 0.0664 -0.0990 0.1620
C -4.241579 -0.321796 -4.301126 0.2611 0.0808 0.2085
C -4.308259 -0.923785 -3.036212 0.2200 0.2336 0.0852
P -1.801461 1.380986 -0.797323 -0.9907 0.7395 -0.2591
C -1.149666 2.995242 -1.398520 0.0782 -0.0852 -0.1089
C 0.200517 3.087260 -1.816574 -0.4177 0.6342 0.5850
C 0.743265 4.360256 -2.096897 0.1228 -0.3908 0.0349
C -0.076431 5.493278 -2.077016 0.0362 -0.2396 0.0726
C -1.434089 5.373039 -1.765627 -0.1278 -0.2372 -0.1683
C -1.970472 4.135389 -1.415646 0.3626 -0.0140 0.2138
Ce 0.784391 1.347837 0.573931 0.4526 0.2656 1.2331
P 1.717579 -1.573762 0.573407 1.0975 -1.1513 0.6396
C 2.530022 -2.388799 -0.830799 -0.0180 0.0090 -0.6915
C 2.434940 -3.773138 -1.068552 0.1018 0.3095 0.0418
C 3.066464 -4.335278 -2.179264 0.0414 0.1618 -0.1212
C 3.759008 -3.519565 -3.080590 -0.1753 0.1442 0.2762
C 3.835923 -2.136013 -2.860277 0.0077 -0.1217 -0.0387
C 3.227636 -1.573221 -1.742934 -0.2359 -0.5126 0.0519
C 3.130123 -0.927796 1.589027 0.0260 0.0404 -0.1665
C 2.793992 -0.423727 2.854990 -0.2170 -0.0132 -0.2780
C 3.716668 0.311661 3.585094 0.2733 0.0026 0.1947
C 5.017370 0.473583 3.103369 -0.2201 0.0423 -0.1445
C 5.388467 -0.129763 1.895809 0.2442 0.0355 0.2394
C 4.461522 -0.849162 1.148846 -0.2559 0.3087 -0.0852
C 1.202938 -2.975645 1.611119 -0.8483 0.1833 0.3190
C -0.143957 -3.022848 2.019591 0.6798 -0.2346 -0.0774
C -0.573744 -4.075120 2.824035 -0.0058 -0.1150 0.1293
C 0.327467 -5.071838 3.217612 0.0347 0.2279 -0.1341
C 1.671370 -5.022094 2.822973 -0.1430 0.4403 -0.1968
C 2.116224 -3.960482 2.026653 -0.1636 -0.0930 0.1665
C -3.108751 1.849864 0.406345 -0.0483 0.2030 0.0928
C -4.478847 1.844500 0.082938 0.2358 -0.0581 0.1552
C -5.429152 2.100282 1.073806 0.2148 0.0749 0.1668
C -5.017755 2.411978 2.374311 0.2605 -0.1317 -0.2044
C -3.652859 2.502974 2.680280 -0.0147 0.0512 0.0039
C -2.703325 2.228008 1.699002 -0.1915 -0.2050 -0.2277
H 1.806767 -0.632708 3.277390 0.2876 0.2003 -0.1765
H 3.405891 0.752340 4.533990 0.2246 -0.1931 -0.1962
H 5.735612 1.068784 3.667573 -0.1576 -0.2135 -0.1665
H 6.416088 -0.029117 1.538224 -0.3363 -0.1165 0.1365
H 4.757572 -1.348047 0.227412 -0.0193 0.2574 0.1739
H 1.888618 -4.418435 -0.378210 0.1559 0.2548 -0.3192
H 3.004841 -5.417915 -2.337423 0.0376 0.5020 0.0088
H 4.228605 -3.957805 -3.959358 -0.0688 0.1196 0.2186
H 4.371063 -1.493529 -3.560224 -0.1166 -0.2383 0.1612
H 3.308596 -0.499780 -1.551584 0.0283 -0.1821 -0.1674
H -0.824064 -2.229327 1.699428 0.0666 -0.3165 0.1255
H -1.614575 -4.110771 3.152272 0.3486 -0.0656 -0.0843
H -0.016180 -5.888655 3.848541 0.0513 0.1604 -0.1423
H 2.375139 -5.796275 3.136114 -0.2722 0.2615 -0.0830
H 3.169149 -3.911509 1.725378 -0.4339 0.0302 0.1236
H -4.809887 1.635855 -0.935944 0.1349 -0.0493 0.3528
H -6.492631 2.043369 0.829424 0.3811 0.0844 0.0907
H -5.755778 2.575073 3.156504 0.1468 0.0303 -0.1817
H -3.328666 2.776567 3.688014 -0.1660 -0.0909 -0.3657
H -1.630833 2.323888 1.941076 -0.4616 -0.0934 0.0407
H 0.789997 2.155971 -1.954773 -0.1089 0.5255 -0.1981
H 1.812658 4.456718 -2.302930 -0.4231 -0.0006 -0.1599
H 0.333110 6.477634 -2.312547 -0.0396 -0.3777 0.0931
H -2.097320 6.237603 -1.807286 0.2909 -0.1592 0.0537
H -3.025055 4.047407 -1.140385 0.3871 0.0467 -0.0491
H -2.060514 2.219073 -3.629099 -0.1954 -0.3594 -0.0476
H -3.396201 1.281623 -5.503984 -0.0724 -0.2610 0.4243
H -4.802209 -0.747155 -5.126703 -0.0025 0.0878 0.1049
H -4.929852 -1.807975 -2.867462 0.1980 0.3859 -0.1125
H -3.618929 -0.832400 -0.980456 -0.0191 0.0302 -0.3734
H -1.132411 -2.542550 -1.919051 0.1840 0.0567 -0.2277
H -1.543142 -2.678896 -1.324565 -0.1279 -0.0682 0.2509
O 1.099647 3.401707 1.836832 0.0498 -0.9833 0.9048
C 1.027716 2.766603 2.949514 -0.4675 -0.4253 -1.0217
O 0.773712 1.503952 2.939196 -0.1767 1.1057 -0.5141
H 1.140034 3.264568 3.922734 0.1127 0.0883 -0.2917
```
Forces are in eV/Å.


A 2-piece molecular cluster, C9H17NO3 overall, computed with ωB97M-V/def2-TZVPD.

Results
ΔE to the lowest compared entry with this formula, charge and spin = 5.027 eV
frontier orbital gap = 4.99 eV

```
30
Properties=species:S:1:pos:R:3:forces:R:3
C -0.264090 -0.482269 1.819109 0.4729 -0.6961 -1.0980
C 1.117607 -1.138017 1.562535 -0.1455 0.3855 -0.1812
C 2.104660 -0.202988 0.820281 -0.7744 -0.6365 2.1871
O 2.737211 -0.933860 -0.305183 1.2096 0.8213 0.2855
C 2.104199 -0.672833 -1.380394 -2.0529 -0.5624 -0.1689
N 2.624299 -0.181690 -2.456182 0.9344 -0.1634 -0.8028
C 1.611712 0.044877 -3.508741 -1.6544 1.1598 1.0499
C 0.402505 0.351117 -2.562387 0.7021 -1.2427 0.6023
C 0.615971 -0.881065 -1.634216 0.2492 0.0389 -0.4399
H -0.476579 0.161591 0.950274 -0.1868 0.1594 0.4400
H -1.017550 -1.273068 1.755679 -0.1869 0.4209 0.5827
H -0.341983 0.082671 2.747525 -0.1721 -0.1154 -0.1420
H 1.016633 -2.028950 0.927279 -0.1146 0.1191 0.2142
H 1.549097 -1.486891 2.506569 0.0905 0.0706 -0.2282
H 2.876966 0.086797 1.537275 0.4115 -0.1125 -0.7125
H 1.625744 0.724327 0.484413 0.0839 -0.3297 -0.3627
H 3.615638 0.020949 -2.534775 -0.1488 -0.0856 -0.0790
H 1.307986 -0.874881 -4.017946 0.7669 0.2043 -0.4370
H 1.815414 0.918976 -4.124498 0.5048 -0.4786 -0.2068
H 0.687222 1.187412 -1.911545 -0.6214 0.3938 -0.5940
H -0.590681 0.411895 -3.002622 0.2312 0.1368 -0.0717
H -0.060266 -1.065700 -0.802427 0.3270 0.4245 0.1600
H 0.606390 -1.795259 -2.260064 -0.1958 0.1324 0.2023
C -3.951032 1.801685 1.911187 -0.0458 0.2560 0.0735
C -3.279850 0.596970 2.600667 -0.0879 0.1325 -0.0594
O -2.683160 0.843403 3.672798 0.2071 -0.2480 -0.1009
O -3.400619 -0.498233 1.996227 0.2424 -0.0159 0.0340
H -3.803901 2.718064 2.484075 0.0195 -0.0387 0.0218
H -3.526319 1.942939 0.913274 -0.0985 -0.0788 -0.0444
H -5.023225 1.622030 1.811814 0.0329 -0.0517 -0.1239
```
Forces are in eV/Å.